one) ORCA calculation (ωB97M-V/def2-TZVPD) on a structure of composition C6H12N.

```
! wB97M-V def2-TZVPD RIJCOSX def2/J DEFGRID3
* xyz 1 1
C 2.139 0.126 0.227
C 2.380 0.407 -0.998
C -1.314 -0.395 -1.148
C -0.798 -0.913 1.242
C -0.357 1.432 0.308
C -0.403 -0.078 -0.001
N 0.941 -0.578 -0.280
H 2.317 0.268 1.294
H 2.652 0.825 -2.029
H -2.287 -0.685 -0.650
H -1.505 0.475 -1.683
H -1.139 -1.183 -1.726
H -0.818 -2.061 1.056
H -1.837 -0.778 1.600
H 0.001 -0.660 1.871
H -0.024 2.078 -0.551
H -1.371 1.695 0.800
H 0.352 1.634 1.092
H 1.071 -1.609 -0.425
*
```

Values from the calculation:
Frontier orbital gap (eV): 10.305
Molecular weight (g/mol): 98.2
E_LUMO (eV): -4.9



two) ORCA calculation (ωB97M-V/def2-TZVPD) on the ion C6H12N with charge +1.

```
! wB97M-V def2-TZVPD RIJCOSX def2/J DEFGRID3
* xyz 1 1
C -1.370 0.741 -0.953
C 0.111 0.499 -1.245
C 0.965 -0.061 -0.109
C 2.080 -0.737 -0.405
C 1.047 -0.113 2.359
C 0.640 0.465 1.236
N -1.984 -0.525 -0.378
H -1.578 1.583 -0.304
H -1.834 0.870 -1.930
H 0.249 -0.141 -2.114
H 0.506 1.506 -1.415
H 2.160 -1.412 -1.244
H 2.822 -0.883 0.370
H 1.464 -1.089 2.163
H 0.980 0.301 3.350
H 0.037 1.367 1.195
H -1.575 -0.708 0.546
H -2.964 -0.322 -0.175
H -1.756 -1.340 -0.946
*
```

Values from the calculation:
Frontier orbital gap (eV): 9.085
Molecular weight (g/mol): 98.2
E_LUMO (eV): -3.6
Structure (SMILES): C=CC(=C)CC[NH3+]



three) ORCA calculation (ωB97M-V/def2-TZVPD) on a structure of composition C6H12N.

```
! wB97M-V def2-TZVPD RIJCOSX def2/J DEFGRID3
* xyz 1 1
C 2.005 -0.482 0.388
C 1.602 0.371 -0.602
C 0.874 -1.167 1.117
C -0.394 0.320 -0.248
C -1.173 0.287 -1.495
C -0.891 1.475 0.646
N -0.317 -1.021 0.319
H 2.976 -0.968 0.636
H 2.235 1.038 -1.250
H 1.171 -2.148 1.295
H 0.771 -0.703 2.046
H -2.235 0.265 -1.336
H -0.996 -0.680 -2.095
H -1.018 1.206 -2.127
H -0.806 2.322 -0.012
H -0.205 1.554 1.458
H -1.888 1.221 0.922
H -0.508 -1.693 -0.489
H -1.203 -1.195 0.830
*
```

Values from the calculation:
Frontier orbital gap (eV): 10.926
Molecular weight (g/mol): 98.2
E_LUMO (eV): -3.3



four) ORCA calculation (ωB97M-V/def2-TZVPD) on the ion C6H12N with charge +1.

```
! wB97M-V def2-TZVPD RIJCOSX def2/J DEFGRID3
* xyz 1 1
C 0.417 -0.761 1.595
C 0.266 -0.029 0.543
C -0.208 0.730 1.675
C 0.891 -2.006 2.214
C -1.382 0.028 -1.641
C 0.063 0.089 -1.307
N 0.582 1.446 -1.688
H -1.204 1.040 1.774
H 0.486 1.390 2.093
H 1.964 -1.781 2.326
H 0.603 -2.906 1.589
H 0.378 -2.205 3.297
H -1.848 -0.974 -1.376
H -2.061 0.856 -1.188
H -1.619 0.208 -2.744
H 0.689 -0.604 -1.811
H 0.701 1.663 -2.689
H 1.386 1.697 -1.211
H -0.102 2.118 -1.450
*
```

Values from the calculation:
Frontier orbital gap (eV): 9.243
Molecular weight (g/mol): 98.2
E_LUMO (eV): -3.5
Structure (SMILES): CC1=C([C@@H](C)[NH3+])C1



Name the least stable of them. one).